{"formula": "C24H86BrF3I2N2O30P2", "method": "ωB97M-V/def2-TZVPD", "gap_ev": 8.04, "e_tot_ev": -203660.6331, "elements": ["C", "C", "O", "C", "C", "O", "C", "C", "C", "N", "C", "C", "C", "O", "C", "C", "O", "C", "F", "F", "F", "P", "N", "C", "O", "C", "C", "I", "C", "C", "I", "C", "C", "C", "C", "C", "C", "P", "O", "Br", "H", "H", "H", "H", "H", "H", "H", "H", "H", "H", "H", "H", "H", "H", "H", "H", "H", "H", "H", "H", "H", "H", "H", "H", "H", "H", "H", "H", "H", "H", "H", "H", "H", "H", "H", "H", "H", "H", "O", "H", "H", "O", "H", "H", "O", "H", "H", "O", "H", "H", "O", "H", "H", "O", "H", "H", "O", "H", "H", "O", "H", "H", "O", "H", "H", "O", "H", "H", "O", "H", "H", "O", "H", "H", "O", "H", "H", "O", "H", "H", "O", "H", "H", "O", "H", "H", "O", "H", "H", "O", "H", "H", "O", "H", "H", "O", "H", "H", "O", "H", "H", "O", "H", "H", "O", "H", "H", "O", "H", "H"], "positions_angstrom": [[0.520343, 3.982129, 2.348260], [-0.742771, 3.383794, 1.695722], [-0.357019, 2.198769, 1.018824], [-1.352395, 1.693943, 0.120972], [-1.643455, 0.217790, 0.518685], [-0.551843, -0.346161, 1.183954], [0.590691, -0.899689, 0.523444], [0.331094, -2.440634, 0.329218], [1.421391, -3.415685, 0.742673], [1.049786, -4.721268, 0.174593], [1.019467, -0.381137, -0.843871], [1.609456, 1.046436, -0.934616], [2.994414, 1.070865, -1.633881], [3.088878, 2.173665, -2.517951], [3.109917, 3.421527, -1.817923], [1.694135, -0.657802, 1.570766], [2.996653, -0.783776, 0.975686], [4.054480, -0.618392, 1.782107], [4.746945, -1.754434, 1.905747], [3.768566, -0.187888, 3.008016], [4.894619, 0.287034, 1.226907], [-2.428402, -0.763302, -0.858175], [-2.194081, -0.152292, -2.314828], [-2.701654, 0.291490, 1.693973], [-4.011208, 0.624193, 1.266233], [-4.682239, 1.638047, 1.988950], [-4.639279, 3.062005, 1.391640], [-4.093278, 4.595813, 2.739220], [-5.019361, 3.307179, 0.131609], [-5.500414, 2.293550, -0.876900], [-5.134895, 5.330408, -0.589511], [-6.172417, 1.226082, 2.049860], [-6.484430, -0.131078, 2.137386], [-7.803870, -0.550761, 2.154281], [-8.843393, 0.365867, 2.091172], [-8.550964, 1.721245, 2.050229], [-7.219547, 2.133991, 2.030105], [-2.695426, -1.453944, 2.486945], [-3.939414, -2.192478, 1.670465], [-3.514160, -1.004548, 4.547347], [0.322186, 4.287417, 3.374335], [1.278044, 3.195399, 2.374563], [0.915249, 4.804735, 1.756182], [-1.154927, 4.116448, 0.994741], [-1.467123, 3.160266, 2.486767], [-2.234130, 2.331604, 0.207825], [-0.962209, 1.808987, -0.888145], [0.157329, -2.601656, -0.740100], [-0.592348, -2.732648, 0.834264], [2.408991, -3.174336, 0.346520], [1.457717, -3.499468, 1.838376], [0.052576, -4.867949, 0.253557], [1.573751, -5.457892, 0.626179], [1.806126, -1.071439, -1.160615], [0.246466, -0.474674, -1.611297], [0.985541, 1.699856, -1.544819], [1.740802, 1.499786, 0.047048], [3.795469, 1.134094, -0.889047], [3.110478, 0.197440, -2.281918], [3.566269, 4.135795, -2.495978], [2.102305, 3.796205, -1.620131], [3.700964, 3.292121, -0.906406], [1.558429, 0.376146, 1.907114], [1.555146, -1.283252, 2.451202], [-3.824012, -0.873465, -0.678821], [-1.984232, -2.099954, -0.845686], [-1.621628, 0.681459, -2.229892], [-2.288257, 0.935001, 2.476265], [-4.325360, 1.694182, 3.021312], [-5.445954, 2.731719, -1.872962], [-6.545331, 2.050371, -0.671757], [-4.891568, 1.393832, -0.906865], [-5.670007, -0.837014, 2.173529], [-8.004969, -1.616133, 2.188532], [-9.883369, 0.063344, 2.100333], [-9.326134, 2.474208, 2.009609], [-7.051126, 3.203886, 1.995765], [-4.709187, -2.318813, 2.240569], [3.943830, 4.286881, -4.884662], [4.888439, 4.240065, -4.692750], [3.654089, 3.367600, -4.867593], [-7.823488, 6.498859, -2.864725], [-7.150012, 5.938104, -2.463683], [-8.645761, 6.016867, -2.734044], [-7.697038, 7.504003, 0.965970], [-7.063421, 7.169543, 0.320084], [-7.668186, 8.459762, 0.860115], [5.688838, 5.165365, -2.762474], [5.282298, 5.925345, -3.196405], [6.627721, 5.382785, -2.722400], [1.253347, -6.824114, -2.606886], [1.219091, -6.273516, -1.810536], [1.353530, -7.717290, -2.267800], [6.530933, 0.483337, -1.566495], [6.298804, 0.151640, -0.694776], [5.678247, 0.662368, -1.979838], [0.552082, 5.285486, -2.748943], [1.116602, 5.160429, -3.520182], [-0.299880, 4.925913, -3.018099], [-1.459337, 7.404911, 2.379380], [-2.170525, 6.817187, 2.103280], [-1.904185, 8.127698, 2.832543], [7.834784, 4.819100, -0.936718], [8.475288, 5.081927, -0.268988], [7.599023, 3.914770, -0.704718], [3.262515, -6.864426, 0.151345], [3.953149, -7.462518, 0.459507], [3.654712, -5.988403, 0.222991], [-1.244193, -5.501740, 1.802361], [-1.287421, -4.954560, 2.592788], [-1.154072, -6.405606, 2.141846], [2.017863, -6.853904, 2.819038], [2.081575, -7.109071, 3.747751], [1.909700, -7.684780, 2.346765], [-2.352900, 3.223939, -3.174040], [-2.805208, 2.668846, -3.824862], [-2.978540, 3.932441, -2.998641], [8.107502, 0.767190, 1.240164], [8.261811, -0.030213, 0.720568], [7.177531, 0.969380, 1.099518], [-2.259741, -8.004655, 2.648660], [-2.494208, -8.347500, 3.516353], [-3.097436, -7.721738, 2.266204], [0.955635, -8.239284, 5.493748], [0.045017, -7.940413, 5.571050], [1.068004, -8.867043, 6.214295], [3.854435, -9.867829, -0.097218], [4.380390, -9.986809, -0.900529], [2.955102, -10.077499, -0.365225], [9.416344, -0.521301, -2.987009], [8.513390, -0.211305, -2.849809], [9.946426, 0.281395, -2.981987], [11.389392, 1.110204, 0.518012], [10.443797, 1.293514, 0.554332], [11.541149, 0.511431, 1.254812], [5.554608, 7.792964, -4.772973], [5.227694, 7.217449, -5.473605], [4.995173, 8.573778, -4.828222], [6.236086, -10.958231, -1.617116], [6.903228, -10.789440, -0.943906], [5.932170, -11.852645, -1.430717], [-2.172871, -4.478641, -1.081308], [-2.085299, -4.642435, -0.132785], [-2.208241, -5.357883, -1.471025], [-4.304342, 0.856597, -4.083996], [-3.823460, 0.228564, -3.515708], [-5.194711, 0.500957, -4.157281], [-8.320218, -0.062651, -1.340277], [-8.113717, -0.288934, -0.425309], [-8.387148, -0.911150, -1.788825]], "forces_ev_per_angstrom": [[-0.249, -0.540, -0.301], [0.860, 0.432, 0.495], [-0.594, -0.189, -0.318], [0.758, 0.332, 0.276], [-1.200, 0.747, 1.188], [0.117, 0.074, -0.260], [0.558, -1.885, -0.174], [0.196, 0.544, -0.428], [-0.481, -0.925, -0.109], [0.494, 0.429, -0.660], [0.376, 1.078, -0.199], [0.838, -0.348, -0.058], [-0.877, 0.337, -0.499], [0.281, 0.052, 0.132], [-0.081, -0.104, -0.494], [-0.761, 1.215, 0.226], [-0.038, -0.177, 0.402], [-0.023, -0.130, -0.282], [0.094, -0.105, -0.013], [-0.154, 0.081, 0.063], [0.109, 0.036, -0.035], [-0.038, 0.244, -2.742], [-0.027, 0.064, 0.883], [-0.143, -1.291, 0.228], [0.870, 0.636, -0.002], [-1.478, 0.593, 0.220], [0.516, 0.027, -0.616], [-0.261, -0.470, -0.005], [0.157, 0.407, 0.316], [0.093, 0.533, -0.236], [0.263, -0.732, 0.040], [0.264, -0.408, 0.133], [0.048, 0.407, -0.024], [0.020, -0.372, -0.096], [-0.270, 0.356, 0.129], [0.548, -0.206, -0.042], [-0.402, 0.424, 0.099], [0.658, -0.464, -0.209], [0.220, 0.373, 0.684], [-0.303, 0.157, -0.321], [0.036, 0.229, -0.090], [0.002, 0.048, 0.081], [0.003, 0.079, 0.146], [-0.251, -0.127, 0.009], [-0.160, -0.061, -0.231], [-0.312, -0.362, -0.208], [-0.087, -0.118, -0.061], [-0.047, -0.129, 0.092], [0.078, 0.105, 0.182], [-0.038, 0.336, 0.160], [0.249, 0.293, -0.007], [0.312, -0.238, 0.298], [-0.364, -0.204, 0.189], [-0.111, -0.124, 0.096], [-0.205, -0.257, 0.297], [-0.111, -0.021, 0.159], [-0.348, 0.073, -0.064], [0.046, -0.183, -0.027], [0.115, -0.095, 0.203], [0.227, -0.018, 0.235], [0.006, -0.265, 0.336], [-0.017, 0.338, 0.049], [0.113, -0.078, -0.060], [0.207, -0.306, -0.176], [0.281, -0.148, 0.707], [-0.154, 0.110, 0.723], [-0.104, 0.061, -0.521], [-0.072, 0.281, -0.173], [0.232, -0.131, -0.111], [-0.051, -0.142, 0.008], [0.038, -0.132, -0.038], [-0.013, -0.067, 0.268], [-0.243, 0.138, -0.096], [-0.118, 0.056, 0.071], [0.095, -0.206, -0.039], [-0.080, -0.095, 0.031], [0.203, -0.060, -0.043], [-0.014, -0.155, -0.208], [-0.032, -0.047, -0.379], [-0.048, 0.038, 0.306], [-0.050, 0.017, 0.098], [0.038, 0.002, 0.022], [-0.041, -0.045, -0.052], [-0.022, 0.033, 0.012], [0.083, 0.025, 0.002], [-0.134, -0.006, 0.067], [-0.053, 0.000, -0.009], [0.093, 0.040, -0.399], [0.022, 0.109, 0.031], [-0.011, 0.001, 0.300], [-0.229, 0.016, 0.119], [0.143, 0.163, -0.054], [0.114, 0.007, 0.015], [0.025, 0.042, -0.048], [-0.090, -0.119, -0.047], [0.023, 0.067, -0.085], [-0.071, 0.048, -0.097], [0.060, -0.001, 0.051], [-0.070, -0.140, -0.003], [-0.039, -0.031, 0.061], [0.003, -0.021, -0.073], [0.029, 0.026, -0.015], [0.153, -0.040, 0.096], [0.031, 0.020, -0.042], [-0.065, -0.006, -0.077], [0.174, 0.001, -0.068], [-0.133, -0.203, -0.084], [-0.052, 0.030, -0.047], [-0.355, 0.024, 0.143], [0.063, 0.082, -0.042], [-0.068, 0.051, -0.077], [-0.059, 0.065, 0.286], [-0.123, -0.062, -0.012], [0.097, 0.049, -0.113], [0.085, 0.107, -0.043], [-0.043, -0.192, 0.122], [-0.071, 0.051, 0.052], [0.117, -0.103, -0.068], [0.052, 0.017, -0.005], [0.017, 0.114, 0.101], [-0.069, -0.080, 0.098], [0.046, -0.069, -0.011], [0.037, 0.038, -0.062], [-0.024, -0.022, -0.002], [0.015, 0.061, -0.027], [0.077, 0.005, -0.011], [-0.018, -0.054, -0.067], [0.186, -0.020, 0.100], [-0.032, 0.084, 0.042], [-0.079, 0.060, 0.002], [-0.064, -0.015, 0.091], [0.046, -0.028, 0.030], [-0.072, -0.001, -0.007], [-0.057, 0.033, 0.039], [0.030, 0.003, 0.004], [-0.075, -0.130, -0.032], [0.012, -0.022, 0.005], [0.007, 0.015, 0.068], [-0.087, -0.022, 0.023], [0.000, 0.064, -0.011], [0.010, -0.012, -0.026], [-0.103, 0.023, 0.197], [-0.025, -0.107, 0.042], [0.093, 0.039, -0.098], [-0.220, -0.018, 0.031], [0.468, 0.169, 0.106], [-0.005, 0.074, -0.087], [0.058, -0.048, 0.042], [-0.014, 0.072, 0.040], [-0.003, 0.021, -0.041]]}